(1)
{"formula": "C2H4N2", "method": "ωB97M-V/def2-TZVPD", "homo_energy_ev": [-4.274, -11.436], "e_above_lowest_kcal_mol": 73.25, "gap_ev": [4.91, 7.98], "lumo_energy_ev": [0.6, -3.5], "spin_multiplicity": 3, "symbols": ["C", "C", "N", "N", "H", "H", "H", "H"], "xyz": [[1.38217, -0.37419, -0.28296], [-0.82105, 0.35797, 0.36797], [2.48551, 0.00465, -0.19519], [0.16156, -0.85065, -0.28927], [-1.06091, 0.18212, 1.52664], [-0.21155, 1.28400, 0.36456], [-1.65766, 0.51441, -0.32219], [-0.27807, -1.11832, -1.16956]]}



(2)
{"formula": "C14H44O14", "method": "ωB97M-V/def2-TZVPD", "homo_energy_ev": -9.572, "smiles": "OCCO.OCCO.OCCO.OCCO.OCCO.OCCO.CO.CO", "e_above_lowest_kcal_mol": 6.13, "gap_ev": 9.94, "lumo_energy_ev": 0.4, "symbols": ["O", "C", "C", "O", "H", "H", "H", "H", "H", "H", "O", "C", "C", "O", "H", "H", "H", "H", "H", "H", "O", "C", "C", "O", "H", "H", "H", "H", "H", "H", "O", "C", "C", "O", "H", "H", "H", "H", "H", "H", "O", "C", "C", "O", "H", "H", "H", "H", "H", "H", "O", "C", "C", "O", "H", "H", "H", "H", "H", "H", "C", "O", "H", "H", "H", "H", "C", "O", "H", "H", "H", "H"], "xyz": [[4.47182, -0.89143, 0.64435], [4.73697, 0.33513, -0.01621], [4.61448, 0.16331, -1.51488], [5.60207, -0.69443, -2.05786], [3.51707, -1.02763, 0.58093], [4.03581, 1.11515, 0.31044], [5.73795, 0.64108, 0.29332], [4.69040, 1.09575, -2.07444], [3.59719, -0.22925, -1.67722], [5.51245, -1.57001, -1.67031], [-4.54850, 1.98142, -0.61635], [-4.09412, 3.33425, -0.60824], [-3.00869, 3.55118, 0.41364], [-1.69070, 3.40502, -0.11981], [-5.34640, 1.95705, -1.15089], [-3.71375, 3.61849, -1.59326], [-4.92419, 4.00677, -0.35414], [-3.14677, 2.92381, 1.30117], [-3.04623, 4.58090, 0.76988], [-1.48955, 2.47096, -0.25176], [-0.27233, 1.68492, -3.19699], [-0.94250, 2.08246, -4.37885], [-2.23633, 2.78512, -4.03350], [-1.95912, 3.99266, -3.36657], [0.44601, 2.31299, -3.01613], [-0.32149, 2.75158, -4.99142], [-1.08259, 1.20312, -5.01865], [-2.76086, 2.09309, -3.35825], [-2.80694, 2.95103, -4.94449], [-1.50547, 3.72440, -2.55672], [-2.14537, -3.77464, 1.91101], [-1.53753, -4.55282, 0.85540], [-0.96973, -3.67958, -0.23573], [-1.83267, -2.69551, -0.69552], [-2.97887, -4.19946, 2.12566], [-0.82138, -5.26293, 1.27108], [-2.34522, -5.14200, 0.39932], [-0.60615, -4.29033, -1.06700], [-0.00919, -3.23011, 0.09537], [-1.90282, -2.03312, 0.00908], [-1.94372, -1.05988, 1.58444], [-1.47936, 0.00773, 2.37675], [-2.19276, 0.06113, 3.70511], [-1.77087, -1.08864, 4.45295], [-1.85390, -1.90508, 2.06321], [-0.40315, 0.00428, 2.58624], [-1.71576, 0.93059, 1.84166], [-3.27773, 0.09231, 3.59133], [-1.87154, 0.98258, 4.21315], [-2.38522, -1.20971, 5.18118], [0.95595, -2.21705, 2.49262], [1.44236, -3.49850, 2.81962], [2.55350, -3.86360, 1.81432], [3.21737, -5.03489, 2.26375], [0.54160, -1.81817, 3.26530], [1.87029, -3.60754, 3.81766], [0.66942, -4.26331, 2.67775], [3.24005, -3.01566, 1.74954], [2.08290, -4.05122, 0.84770], [4.11514, -4.79902, 2.50676], [1.64694, 3.89123, -1.39345], [1.69577, 3.62628, -2.79639], [0.60187, 3.97039, -1.10283], [2.03483, 3.01244, -0.86180], [2.21924, 4.77402, -1.11853], [2.59880, 3.69072, -3.11644], [0.61149, 0.04000, -0.57287], [1.59064, -0.64783, 0.17862], [0.50042, 1.05602, -0.16104], [0.95121, 0.14247, -1.60068], [-0.36795, -0.42924, -0.54129], [1.20535, -1.26131, 0.82016]]}



(3)
{"formula": "C6H8N6", "method": "ωB97M-V/def2-TZVPD", "homo_energy_ev": [-17.428, -17.442], "smiles": "c1c[n+](/N=N/[n+]2cc[nH]c2)c[nH]1", "e_above_lowest_kcal_mol": 38.96, "gap_ev": [7.90, 7.95], "lumo_energy_ev": [-9.5, -9.5], "charge": 2, "symbols": ["C", "C", "N", "N", "N", "N", "C", "C", "N", "C", "C", "N", "H", "H", "H", "H", "H", "H", "H", "H"], "xyz": [[-3.48383, 1.01158, 0.18806], [-2.10657, 1.06384, 0.12810], [-1.80362, -0.31667, -0.04827], [-0.61357, -0.89723, -0.00767], [0.42145, 0.22394, 0.17555], [1.67844, -0.05886, 0.09395], [2.50277, -1.20725, -0.00838], [3.79846, -0.73270, -0.08043], [3.73933, 0.59153, -0.03274], [2.52852, 1.01445, 0.08508], [-2.95407, -1.03728, -0.23002], [-3.95200, -0.22577, -0.11513], [-4.06298, 1.90348, 0.13568], [-1.32602, 1.75262, -0.03973], [2.19961, -2.14713, -0.21081], [4.73417, -1.38427, -0.16700], [4.68315, 1.01722, 0.07134], [2.03412, 2.03313, 0.24661], [-3.13024, -2.04318, -0.33915], [-4.88711, -0.56145, 0.15496]]}



(4)
{"formula": "C3H3OYb", "method": "ωB97M-V/def2-TZVPD", "homo_energy_ev": [-22.560, -23.273], "gap_ev": [9.07, 3.45], "lumo_energy_ev": [-13.5, -19.8], "charge": 3, "spin_multiplicity": 3, "symbols": ["C", "C", "H", "H", "Yb", "C", "O", "H"], "xyz": [[3.76155, 2.07553, 0.46592], [4.80401, 1.47794, 1.03198], [4.70352, 0.45456, 1.42606], [5.76042, 1.98360, 1.20846], [2.94079, 4.28697, 1.35925], [4.32965, -0.29462, -2.45480], [3.28295, -0.20069, -2.87136], [3.00160, 1.69058, -0.24483]]}



> What is the formula in the second record?

C14H44O14



> What is the formula in the third record?

C6H8N6